(1)
Below is a structure of composition C48H53N3O2PdSe, with properties calculated with the ωB97M-V functional and the def2-TZVPD basis.

```
108
C48H53N3O2PdSe (the ωB97M-V functional and the def2-TZVPD basis)
Pd 1.6203 -0.5361 0.2151
C 3.2032 -6.0637 1.2897
C 2.2696 -4.8540 1.3798
C 1.4138 -4.8938 2.6489
C 1.4071 -4.7331 0.1378
C 0.4648 -5.7198 -0.1397
C -0.3757 -5.6224 -1.2377
C -0.2818 -4.5119 -2.0630
C 0.6461 -3.5072 -1.8162
C 0.7139 -2.2966 -2.7222
C -0.6402 -1.5964 -2.8582
C 1.2955 -2.6770 -4.0874
C 1.5072 -3.6242 -0.7172
N 2.3876 -2.5645 -0.4329
C 3.6939 -2.7675 -0.5144
O 4.3138 -3.8148 -0.7999
C 4.5047 -1.5270 -0.1882
C 5.8885 -1.5476 -0.1218
C 6.5522 -0.3630 0.1692
C 5.8218 0.7999 0.3805
C 4.4401 0.7330 0.2998
N 3.8204 -0.4088 0.0206
C 3.5653 1.9611 0.5008
O 4.1322 3.0647 0.6393
N 2.2750 1.6790 0.4508
C 1.3536 2.7396 0.4966
C 1.0056 3.3765 -0.7071
C -0.0085 4.3295 -0.6942
C -0.6501 4.6764 0.4880
C -0.2492 4.0878 1.6778
C 0.7554 3.1221 1.7023
C 1.1916 2.4754 3.0015
C 1.2256 3.4636 4.1693
C 0.3097 1.2723 3.3472
C 1.7878 3.0311 -1.9688
C 1.7018 4.1139 -3.0437
C 1.4047 1.6735 -2.5759
H 3.8314 -6.1330 2.1854
H 3.8483 -5.9693 0.4148
H 2.6283 -6.9941 1.2077
H 2.8846 -3.9597 1.4397
H 0.7893 -5.7941 2.6807
H 0.7631 -4.0177 2.6845
H 2.0508 -4.8916 3.5404
H 0.3797 -6.5780 0.5213
H -1.1169 -6.3902 -1.4328
H -0.9570 -4.4201 -2.9087
H 1.3966 -1.5901 -2.2577
H -1.4174 -2.2836 -3.2095
H -0.5700 -0.7709 -3.5750
H -0.9578 -1.1824 -1.8984
H 0.6492 -3.4003 -4.5985
H 2.2837 -3.1300 -3.9728
H 1.3892 -1.7921 -4.7263
H 6.3919 -2.4866 -0.3051
H 7.6351 -0.3452 0.2268
H 6.2723 1.7573 0.6013
H -0.3147 4.8105 -1.6166
H -1.4619 5.3958 0.4783
H -0.7340 4.3839 2.6024
H 2.2076 2.1129 2.8470
H 0.2165 3.7546 4.4797
H 1.7773 4.3701 3.9061
H 1.7128 3.0015 5.0330
H -0.7298 1.5870 3.4786
H 0.6490 0.7984 4.2751
H 0.3218 0.5255 2.5577
H 2.8323 2.9738 -1.6588
H 0.6935 4.1838 -3.4655
H 2.3846 3.8746 -3.8644
H 1.9748 5.0950 -2.6450
H 0.4550 1.7393 -3.1120
H 1.2943 0.9080 -1.8105
H 2.1706 1.3408 -3.2841
C -5.8583 5.9740 -0.1523
C -4.9077 4.8055 -0.1193
C -4.3058 4.3309 -1.2755
C -3.4233 3.2528 -1.2612
C -2.8018 2.8119 -2.5546
C -3.1198 2.6043 -0.0424
Se -1.9494 1.1030 0.0449
C -3.7276 3.0920 1.1410
C -3.4329 2.4683 2.4786
C -4.6035 4.1692 1.0790
H -6.0616 6.2838 -1.1784
H -5.4506 6.8358 0.3826
H -6.8112 5.7215 0.3184
H -4.5216 4.8185 -2.2233
H -3.1095 3.4630 -3.3750
H -3.0719 1.7803 -2.7879
H -1.7186 2.8276 -2.4685
H -2.3591 2.4683 2.6639
H -3.7430 1.4226 2.5017
H -3.9405 3.0132 3.2777
H -5.0576 4.5290 1.9992
C -0.1319 -1.3823 0.6629
C -1.1755 -2.0055 0.7947
C -2.4378 -2.6809 0.8224
C -2.7889 -3.5803 1.8367
C -4.0181 -4.2261 1.8252
C -4.9320 -3.9908 0.8047
C -4.6012 -3.0928 -0.2064
C -3.3746 -2.4463 -0.2002
H -2.0810 -3.7729 2.6319
H -4.2644 -4.9221 2.6192
H -5.8926 -4.4928 0.8015
H -5.3072 -2.8962 -1.0062
H -3.1109 -1.7403 -0.9803
```

The calculation puts the energy relative to the best compared isomer or geometry (same formula, charge and spin) at 1.111 eV. The HOMO energy is -0.81 eV. As for the LUMO energy: 0.1543 hartree. As for the total charge: -2.

Atom charges from the Löwdin analysis, given in e for atoms 1 to 8: 0.892 -0.072 -0.373 -0.066 -0.134 -0.051 -0.086 -0.046

---

(2)
Below is a structure of composition C48H55AgAsN6OSTe, with properties calculated with the ωB97M-V functional and the def2-TZVPD basis.

```
114
C48H55AgAsN6OSTe (the ωB97M-V functional and the def2-TZVPD basis)
Ag 1.0364 2.0814 -0.2997
N 1.1107 1.6359 2.1818
C 1.9872 2.6396 2.7751
C 3.3725 2.5680 2.1188
N 3.3048 2.7387 0.6709
C 3.6865 4.0581 0.1802
C 2.5840 5.0924 0.4102
N 1.3565 4.6488 -0.2456
H 0.1351 1.7971 2.4024
H 1.3529 0.7139 2.5211
H 2.1135 2.5083 3.8573
H 1.5459 3.6196 2.5943
H 3.8033 1.5918 2.3440
H 4.0174 3.3304 2.5758
H 3.8693 2.0425 0.2003
H 3.8499 3.9711 -0.8958
H 4.6173 4.4124 0.6466
H 2.9394 6.0669 0.0526
H 2.3918 5.1919 1.4799
H 1.4311 4.7583 -1.2504
H 0.5494 5.1816 0.0515
S 2.7194 1.8695 -2.4705
C 1.7295 2.0018 -3.8160
N 0.4221 2.2281 -3.8359
C -0.0916 2.3566 -5.1926
C 1.1588 2.1478 -6.0751
N 2.1832 1.8582 -5.0826
H -0.0981 2.5484 -2.9926
H -0.5453 3.3374 -5.3414
H -0.8547 1.5994 -5.3844
H 1.4067 3.0412 -6.6533
H 1.0375 1.3147 -6.7689
H 3.1591 1.7539 -5.2849
C -5.5685 -4.8837 3.8290
C -4.7955 -3.8045 3.1195
C -5.0608 -2.4611 3.3355
C -4.3173 -1.4615 2.7139
C -4.6390 -0.0167 3.0138
C -3.2852 -1.8022 1.8360
Te -1.9633 -0.2584 0.9410
N -1.1037 1.7469 -0.0927
C -1.6170 2.6078 -0.9205
O -0.8569 3.2279 -1.7510
C -3.0696 2.9969 -0.9248
C -3.5398 3.7907 -1.9677
C -4.8381 4.2744 -1.9556
C -5.6889 3.9710 -0.9028
C -5.2373 3.1581 0.1266
C -3.9359 2.6829 0.1188
C -2.9344 -0.5546 -0.9293
C -4.3244 -0.5464 -0.9305
C -5.0449 -0.6173 -2.1123
C -4.3679 -0.6700 -3.3191
C -2.9826 -0.7149 -3.3227
C -2.2442 -0.6872 -2.1419
C -0.7559 -0.8651 -2.2050
C -3.0195 -3.1598 1.5977
C -1.9255 -3.5807 0.6518
C -3.7710 -4.1359 2.2404
H -6.4230 -4.4716 4.3641
H -4.9261 -5.3937 4.5499
H -5.9278 -5.6332 3.1226
H -5.8626 -2.1830 4.0123
H -5.5425 0.0626 3.6185
H -4.7846 0.5503 2.0926
H -3.8188 0.4532 3.5605
H -2.8657 4.0393 -2.7760
H -5.1869 4.9017 -2.7665
H -6.6936 4.3738 -0.8784
H -5.8968 2.9015 0.9466
H -3.5732 2.0765 0.9352
H -4.8540 -0.4989 0.0134
H -6.1271 -0.6205 -2.0906
H -4.9140 -0.6994 -4.2537
H -2.4575 -0.7948 -4.2686
H -0.4284 -1.0627 -3.2268
H -0.4572 -1.7014 -1.5689
H -0.2357 0.0179 -1.8359
H -2.1052 -3.1675 -0.3436
H -1.8593 -4.6664 0.5733
H -0.9626 -3.2044 0.9962
H -3.5569 -5.1830 2.0489
C 2.1144 -6.0545 -0.1368
C 1.8491 -5.1796 -1.1807
C 1.8381 -3.8139 -0.9500
C 2.0961 -3.3023 0.3193
C 2.3654 -4.1848 1.3586
C 2.3738 -5.5542 1.1300
As 1.9884 -1.3411 0.5448
C 3.7199 -1.0679 -0.3073
C 3.9823 -1.0710 -1.6660
C 5.2761 -0.8577 -2.1199
C 6.3017 -0.6318 -1.2125
C 6.0490 -0.6352 0.1501
C 4.7576 -0.8662 0.6132
C 4.3526 -0.9784 2.0207
C 5.1935 -0.8846 3.1252
C 4.6818 -1.0511 4.4029
C 3.3303 -1.3067 4.5927
C 2.4849 -1.4009 3.4950
C 2.9898 -1.2446 2.2115
H 2.1148 -7.1231 -0.3092
H 1.6465 -5.5658 -2.1717
H 1.6305 -3.1314 -1.7679
H 2.5698 -3.8119 2.3539
H 2.5723 -6.2369 1.9468
H 3.1796 -1.2442 -2.3712
H 5.4852 -0.8614 -3.1817
H 7.3089 -0.4632 -1.5718
H 6.8609 -0.4651 0.8469
H 6.2497 -0.6838 2.9947
H 5.3394 -0.9909 5.2607
H 2.9345 -1.4293 5.5927
H 1.4283 -1.6051 3.6405
```

The calculation puts the energy relative to the best compared isomer or geometry (same formula, charge and spin) at 0.585 eV. The spin multiplicity is 2. As for the expectation value of S²: 0.7623. The HOMO energy (spin up / spin down) is -6.76 / -6.96 eV. As for the LUMO energy (spin up / spin down): 0.0166 / -0.0142 hartree. As for the total charge: 0.

Atom charges from the Löwdin analysis, given in e for atoms 1 to 8: 0.634 -0.023 -0.248 -0.203 -0.119 -0.244 -0.262 -0.014

---

Question: The lowest total charge belongs to which entry?
Answer: C48H53N3O2PdSe

---

Question: Which value of energy relative to the best compared isomer or geometry (same formula, charge and spin) does entry 2 give?
Answer: 0.585 eV